# 1
ORCA calculation (wB97M-V/def2-TZVPD) on C8H10InN2 as an isolated structure.

XYZ file:
```
21
Properties=species:S:1:pos:R:3:forces:R:3:lowdin_charge:R:1
C -0.2017 -1.6863 -1.7107 -0.399 -0.354 0.621 -0.2186
C -0.4875 -0.3087 -1.7630 -0.547 -0.552 0.348 -0.1790
C -1.7200 -0.1067 -1.0695 -0.734 -0.522 -1.144 -0.1965
C -2.2431 -1.3496 -0.6510 0.707 -0.050 -0.110 -0.2437
C -1.2385 -2.3800 -0.9343 -0.120 1.523 -1.541 -0.4202
In -0.3594 -2.1864 1.3074 0.125 0.749 0.431 0.4975
N 1.6033 0.2806 0.0767 -0.393 -0.164 1.008 0.0573
C 2.3998 1.4085 -0.3290 -0.779 -0.764 -2.709 -0.4570
C 1.5739 2.5914 -0.6984 0.574 -1.013 1.914 0.0712
H -2.2667 0.8325 -1.1354 0.168 -0.183 0.611 0.0834
H 0.0895 0.4851 -2.2771 -0.365 -0.693 0.455 0.0780
H -3.2129 -1.5800 -0.1709 0.704 0.463 -0.308 0.0886
H -1.4830 -3.4447 -1.0197 0.278 0.399 0.162 0.0651
H 0.6635 -2.1514 -2.1706 -0.048 -0.061 0.151 0.0682
H 1.2903 2.6746 -1.7406 0.014 0.560 0.173 0.0343
H 2.7305 1.0258 -1.3132 1.258 0.298 0.083 0.1045
H 2.2259 -0.4217 0.5406 -0.243 0.956 0.422 0.0146
H 1.1317 3.1563 0.1162 -0.523 -0.156 -0.372 0.0375
H 3.1997 1.6092 0.3991 0.119 0.110 -0.351 0.1146
N -1.5021 1.0532 2.5210 0.306 -0.979 -0.564 -0.1237
C -1.1650 0.0630 1.9933 -0.102 0.435 0.721 -0.4760
```
Positions in Å, forces in eV/Å.

Summary:
E_tot in eV: -16605.669
2S+1: 1
Highest occupied orbital energy (alpha / beta) in eV: -3.2 / -3.2
Total charge: -1
Molecular weight in g mol⁻¹: 249.0

---

# 2
ORCA calculation (wB97M-V/def2-TZVPD) on a 2-piece molecular cluster, C5H13N2 overall.

XYZ file:
```
20
Properties=species:S:1:pos:R:3:forces:R:3:lowdin_charge:R:1
C -1.1165 -0.9479 1.0070 1.242 0.648 3.077 -0.0444
C -0.3289 -0.8379 2.3621 -2.737 1.406 -3.254 0.0300
C 0.6593 1.8218 -0.2460 0.002 1.437 -0.438 -0.1147
C 1.6295 -0.2892 -0.9675 -0.266 -2.662 1.025 -0.0916
C -1.3696 -0.2368 -1.3755 -0.583 -1.626 -1.018 -0.0327
N 0.9374 0.4888 0.0463 -2.039 -2.923 0.487 -0.0546
N -0.8179 -0.3771 -0.0519 2.855 1.349 -0.863 -0.0090
H -2.0038 -1.4601 1.2346 -1.608 -0.919 -0.910 0.1303
H -1.0679 -0.4953 3.0454 -0.545 -0.337 1.011 0.0889
H 0.0830 -1.7565 2.5020 1.086 -2.631 1.103 0.0618
H 0.3665 -0.0937 2.2490 1.974 1.508 -0.091 0.0356
H 1.7116 2.2148 -0.3306 -0.908 0.215 0.079 0.1456
H 0.1448 1.9863 -1.2190 0.541 0.156 0.374 0.0904
H 0.0877 2.3176 0.5721 0.650 -0.307 -0.567 0.1168
H 1.3464 -1.4291 -0.8097 0.645 2.324 -0.231 0.1403
H 1.3061 -0.0208 -1.9566 0.496 0.261 -0.684 0.0684
H 2.7342 -0.2782 -0.7689 -0.977 0.478 -0.341 0.1241
H -0.7089 -0.7416 -2.1272 -0.607 -0.269 0.885 0.1019
H -1.1411 0.7800 -1.6322 -1.162 0.731 -0.216 0.0573
H -2.4522 -0.6450 -1.5334 1.942 1.163 0.571 0.1555
```
Positions in Å, forces in eV/Å.

Summary:
E_tot in eV: -8365.526
2S+1: 1
Highest occupied orbital energy (alpha / beta) in eV: -14.5 / -14.5
Total charge: +1
Molecular weight in g mol⁻¹: 101.2

---

# 3
ORCA calculation (wB97M-V/def2-TZVPD) on the molecule C5H12NO5PS.

XYZ file:
```
25
Properties=species:S:1:pos:R:3:forces:R:3:lowdin_charge:R:1
C 0.9278 -3.0317 0.2764 1.602 0.937 1.883 -0.1151
C 0.1913 -1.7036 0.1840 1.095 0.474 -1.714 -0.2769
C 0.9717 -0.4459 0.5830 0.294 -0.372 2.566 -0.2312
C 0.2797 0.8769 0.4228 -1.863 0.557 0.520 -0.2154
C 0.0674 1.1613 -1.0273 6.190 -0.043 -1.667 -0.3509
O -1.1675 1.4097 -1.4842 -3.019 0.676 -1.347 -0.2196
P -2.0320 2.6332 -1.0475 0.253 0.028 2.844 0.3331
O -3.3612 2.5351 -1.8230 -0.452 -0.144 -0.297 -0.1394
S -1.0819 4.2619 -0.5749 -1.410 -1.692 -0.548 0.3954
O -2.7457 1.7919 0.6842 1.575 0.137 1.719 -0.2091
N -3.4998 0.6297 0.9515 -0.637 2.741 -2.741 -0.4193
O -4.2079 0.4809 -0.0565 -0.497 -2.165 1.168 0.0107
O -3.5178 0.0713 2.0225 0.587 1.089 -2.028 0.1325
H 0.4089 -3.8631 -0.2149 0.099 0.242 0.397 0.0699
H 1.8991 -2.8325 -0.2204 -0.249 -0.730 0.279 0.0715
H 1.1305 -3.1944 1.4170 -0.233 -0.316 -2.136 0.1093
H -0.6201 -1.7855 0.8323 -2.044 0.172 0.514 0.0847
H -0.0409 -1.5865 -0.8912 -0.747 0.000 0.520 0.1110
H 1.0657 -0.4081 1.6925 0.656 -0.840 -0.453 0.1271
H 1.9568 -0.4573 0.1551 0.638 0.077 -0.283 0.1085
H 0.7693 1.7596 0.8410 0.437 -0.497 0.367 0.1143
H -0.6806 0.8124 1.0249 0.858 0.154 -1.055 0.1239
H 0.4847 0.3041 -1.5797 -1.009 -0.222 0.015 0.1115
H 0.9530 1.8834 -1.4772 -2.555 -0.580 1.332 0.1765
H -3.9301 1.7724 -1.5313 0.435 0.318 0.144 0.0972
```
Positions in Å, forces in eV/Å.

Summary:
E_tot in eV: -37227.271
2S+1: 1
Highest occupied orbital energy in eV: -10.5
Total charge: 0
Molecular weight in g mol⁻¹: 229.2